90
Properties=species:S:1:pos:R:3:forces:R:3 method="wB97M-V/def2-TZVPD" multiplicity=1 e_tot_ev=-34757.15122 total_charge=-1 homo_energy_ev=-4.3
C 3.00620 -3.48179 1.86418 0.0 0.0 0.1
O 2.97533 -2.77086 0.64930 0.1 0.0 0.0
C 1.79365 -1.99048 0.42552 -0.1 0.0 0.1
C 1.89495 -0.58488 1.00267 0.0 0.1 -0.2
C 1.72887 -0.44891 2.51578 0.2 -0.1 0.0
C 0.38237 -0.91153 3.06798 0.0 -0.1 -0.1
C -0.82140 -0.23694 2.39358 0.0 0.1 -0.1
B -1.49584 -1.01305 1.10553 0.1 0.1 -0.1
O -2.98617 -0.77285 1.03591 0.1 -0.1 0.2
C -3.57448 -1.89268 1.63681 -0.1 0.1 -0.1
C -2.67493 -3.04236 1.20102 0.0 0.0 -0.1
O -1.38322 -2.51081 1.28090 -0.1 0.0 0.1
H 2.16939 -3.21726 2.51530 0.0 0.0 0.0
H 2.96693 -4.56319 1.68216 0.0 0.0 0.0
H 3.93659 -3.25141 2.39518 0.0 0.0 0.0
H 0.90944 -2.51555 0.80184 0.0 0.0 0.0
H 1.69361 -1.92479 -0.65943 0.0 0.0 0.0
H 1.13476 0.01879 0.49679 0.0 0.0 0.1
H 2.87217 -0.18369 0.71013 0.0 0.0 0.0
H 1.87146 0.60775 2.77541 0.0 0.0 0.0
H 2.54480 -0.98966 3.01311 0.0 0.0 0.0
H 0.28364 -1.99666 2.94896 0.0 0.0 0.0
H 0.39252 -0.72405 4.14867 0.0 0.0 0.0
H -1.62403 -0.09533 3.13045 0.0 -0.1 0.0
H -0.52093 0.78092 2.09477 -0.1 0.0 0.1
H -0.99765 -0.63760 0.02742 0.0 -0.1 0.0
H -4.61684 -1.99798 1.30482 0.0 0.0 0.0
H -3.58009 -1.81501 2.73912 0.0 0.0 0.0
H -2.79007 -3.94057 1.82295 0.1 0.1 0.0
H -2.91692 -3.31963 0.15944 0.0 0.0 0.1
C -0.63766 5.93446 -1.03781 0.0 0.0 0.0
C -2.03638 5.33703 -1.14226 0.0 0.0 0.0
C -2.47353 4.58688 0.11552 0.0 0.0 0.0
C -1.57723 3.40834 0.50231 0.0 0.0 0.0
C -1.38617 2.35893 -0.59118 0.1 0.0 0.0
C -2.68266 1.70910 -1.04168 -0.1 0.0 -0.1
H 0.11626 5.15749 -0.90410 0.0 0.0 0.0
H -0.37577 6.49846 -1.93515 0.0 0.0 0.0
H -0.56693 6.61226 -0.18282 0.0 0.0 0.0
H -2.07824 4.66181 -2.00154 0.0 0.0 0.0
H -2.75667 6.13500 -1.34775 0.0 0.0 0.0
H -3.49719 4.23004 -0.02660 0.0 0.0 0.0
H -2.51121 5.29290 0.95331 0.0 0.0 0.0
H -2.00977 2.91474 1.37791 0.0 0.0 0.0
H -0.59812 3.77949 0.82155 0.0 0.0 0.0
H -0.73372 1.57411 -0.20234 0.0 0.0 0.0
H -0.86514 2.79842 -1.45035 0.0 0.0 0.0
H -3.18659 1.23649 -0.19657 0.0 0.0 0.0
H -2.48406 0.91490 -1.76256 0.0 0.0 0.0
H -3.36437 2.42606 -1.51025 0.0 0.0 0.0
C -3.85943 -1.75017 -2.26618 0.0 0.0 0.0
C -3.93144 -3.19997 -2.72693 0.0 0.0 0.0
C -3.74221 -3.38013 -4.23291 0.0 0.0 0.0
C -4.76465 -2.64129 -5.09960 0.0 0.0 0.0
C -6.22364 -2.97281 -4.78861 0.0 0.0 0.0
C -6.56364 -4.44830 -4.96550 0.0 0.0 0.0
H -4.65688 -1.14428 -2.70422 0.0 0.0 0.0
H -3.93117 -1.66388 -1.18206 0.0 0.0 0.0
H -2.90386 -1.30051 -2.54552 0.0 0.0 0.0
H -4.88690 -3.63813 -2.41825 0.0 0.0 0.0
H -3.16049 -3.77601 -2.20892 0.0 0.0 0.0
H -3.75989 -4.44746 -4.47465 0.0 0.0 0.0
H -2.74257 -3.02656 -4.50528 0.0 0.0 0.0
H -4.56561 -2.87093 -6.15259 0.0 0.0 0.0
H -4.61845 -1.56370 -4.99063 0.0 0.0 0.0
H -6.86695 -2.37243 -5.43851 0.0 0.0 0.0
H -6.45774 -2.66603 -3.76558 0.0 0.0 0.0
H -6.33695 -4.78140 -5.98185 0.0 0.0 0.0
H -7.62211 -4.63816 -4.77929 0.0 0.0 0.0
H -5.99170 -5.07404 -4.27871 0.0 0.0 0.0
C 7.48161 3.55956 0.95081 0.0 0.0 0.0
C 6.11835 2.97445 1.30159 0.0 0.0 0.0
C 6.01663 2.48546 2.74552 0.0 0.0 0.0
C 7.01703 1.39004 3.12293 0.0 0.0 0.0
C 6.97654 0.15448 2.22326 0.0 0.0 0.0
C 5.60998 -0.51714 2.18161 0.0 0.0 0.0
H 8.27312 2.81275 1.03636 0.0 0.0 0.0
H 7.49897 3.94035 -0.07149 0.0 0.0 0.0
H 7.73474 4.38593 1.62019 0.0 0.0 0.0
H 5.88620 2.15352 0.61753 0.0 0.0 0.0
H 5.34540 3.72876 1.13385 0.0 0.0 0.0
H 5.00014 2.12695 2.92490 0.0 0.0 0.0
H 6.16084 3.33656 3.41985 0.0 0.0 0.0
H 6.81439 1.08198 4.15401 0.0 0.0 0.0
H 8.03119 1.80099 3.12440 0.0 0.0 0.0
H 7.72781 -0.55804 2.57607 0.0 0.0 0.0
H 7.27805 0.42774 1.20710 0.0 0.0 0.0
H 5.28272 -0.80727 3.18319 0.0 0.0 0.0
H 5.61593 -1.41190 1.55810 0.0 0.0 0.0
H 4.84773 0.14619 1.77221 0.0 0.0 0.0

167
Properties=species:S:1:pos:R:3:forces:R:3 method="wB97M-V/def2-TZVPD" multiplicity=1 smiles=ClC(Cl)(Cl)Cl.c1cc[nH]c1.c1cc[nH]c1.c1cc[nH]c1.CCN(CC)CC.CCN(CC)CC.CCN(CC)CC.CCN(CC)CC.CCN(CC)CC.CCN(CC)CC e_tot_ev=-116014.32036 homo_energy_ev=-7.9
C -7.13043 2.59545 1.03869 0.1 0.6 0.1
C -6.11110 3.17100 2.03144 -1.1 -0.4 -0.8
N -5.26983 4.19918 1.41702 0.8 0.5 0.9
C -6.00665 5.46203 1.28329 0.1 0.5 -0.9
C -5.25302 6.44731 0.36694 -0.6 -0.3 0.0
C -4.14795 4.47702 2.36352 -0.3 -0.3 0.1
C -3.14230 3.34574 2.46709 0.0 -0.6 0.2
H -7.81268 3.38092 0.70808 -0.1 -0.1 -0.1
H -7.72486 1.82590 1.52918 0.0 -0.1 -0.1
H -6.62249 2.19582 0.16112 -0.1 -0.1 0.0
H -6.68602 3.59458 2.86730 0.3 -0.1 0.3
H -5.53625 2.30797 2.35963 0.3 0.3 0.3
H -6.98738 5.27417 0.84697 0.0 -0.1 0.1
H -6.16448 5.96716 2.24592 -0.1 -0.3 0.2
H -4.48117 6.96072 0.93251 0.3 0.0 -0.3
H -4.87989 5.89901 -0.49874 0.4 0.0 0.1
H -5.91627 7.20183 -0.05979 -0.1 0.1 0.3
H -4.62797 4.69881 3.32918 0.3 -0.2 0.2
H -3.61009 5.39262 2.12497 -0.1 0.0 -0.5
H -2.81812 2.98828 1.48893 0.2 0.4 -0.1
H -3.52410 2.44763 2.95953 -0.2 0.2 0.1
H -2.27563 3.64213 3.05883 0.1 0.1 -0.2
C 0.15336 2.03843 -8.10585 0.0 0.6 -0.1
C 0.18200 0.87331 -7.13794 0.0 -0.2 0.0
N -0.96867 0.83448 -6.23959 0.2 0.2 -0.2
C -2.26667 0.82839 -6.90859 0.2 -1.1 0.2
C -2.50637 -0.39386 -7.81865 -0.1 0.1 0.4
C -0.81276 -0.19696 -5.22576 0.1 0.2 0.0
C 0.18806 0.20490 -4.15415 -0.3 -0.3 1.0
H 0.98884 2.02940 -8.80724 0.0 -0.3 0.1
H 0.22390 2.99087 -7.57405 -0.1 -0.1 0.1
H -0.75821 2.09154 -8.70159 0.0 -0.2 0.0
H 0.30568 -0.07608 -7.68418 -0.2 0.0 -0.1
H 1.07934 0.93913 -6.52029 0.0 0.1 0.0
H -2.99901 0.74551 -6.10310 -0.1 0.4 -0.1
H -2.39801 1.76176 -7.44824 -0.2 0.1 0.0
H -3.55412 -0.43895 -8.12149 0.1 0.2 -0.3
H -1.84301 -0.39809 -8.68216 -0.1 0.0 -0.1
H -2.35094 -1.31508 -7.25232 0.2 0.0 0.0
H -0.54132 -1.18235 -5.63605 0.1 0.0 -0.2
H -1.77362 -0.36568 -4.73255 -0.1 0.2 0.0
H 0.13402 -0.55694 -3.36611 0.2 -0.1 -0.1
H -0.12118 1.11897 -3.64263 0.0 0.2 -0.3
H 1.23689 0.29030 -4.43218 -0.1 0.0 -0.4
C -1.12516 -5.32491 3.56198 0.0 -0.1 -0.7
C -1.94706 -5.21584 2.27479 0.5 0.7 0.3
N -1.37053 -4.18767 1.39080 -0.8 -0.2 0.9
C -0.00327 -4.41627 0.97269 0.2 -0.5 -0.2
C 0.25900 -5.71154 0.18480 0.2 0.2 -0.2
C -2.28892 -3.87944 0.31413 0.0 0.5 -0.7
C -1.99169 -2.53940 -0.37826 -0.2 -0.5 -0.1
H -1.61294 -5.92587 4.32769 -0.1 0.0 -0.1
H -0.96555 -4.31122 3.93074 0.1 -0.1 0.2
H -0.16639 -5.77932 3.30800 0.1 0.0 0.4
H -2.04038 -6.18904 1.77745 -0.1 -0.1 0.0
H -2.93280 -4.83966 2.54844 -0.2 -0.3 -0.2
H 0.29347 -3.51419 0.43789 0.2 -0.2 -0.3
H 0.67926 -4.48859 1.82152 -0.3 0.4 0.3
H 1.32292 -5.77276 -0.05154 0.0 0.2 -0.2
H 0.06032 -6.60971 0.77459 -0.3 0.1 0.1
H -0.30945 -5.77200 -0.74408 0.0 0.0 0.0
H -3.32118 -3.81775 0.66629 0.2 -0.1 0.5
H -2.31190 -4.68074 -0.44332 0.0 0.0 -0.1
H -1.09607 -2.63278 -0.99344 0.1 0.3 0.0
H -1.90652 -1.72364 0.34093 0.3 -0.1 0.1
H -2.82662 -2.28131 -1.03365 0.1 -0.1 -0.1
C -6.02228 -3.43182 3.83844 0.2 -0.3 0.6
C -5.67126 -2.02015 4.29588 -0.1 0.2 -0.3
N -4.31253 -1.85450 4.76987 0.1 1.0 -0.1
C -3.91854 -2.53942 5.98856 -0.5 -0.2 -0.4
C -4.92928 -2.40535 7.10745 -0.1 0.3 0.7
C -3.31668 -1.95679 3.71406 0.7 -0.5 0.5
C -2.00646 -1.23166 4.00491 0.0 0.6 -0.5
H -7.03010 -3.44998 3.42558 0.1 -0.2 -0.1
H -5.95137 -4.14682 4.66568 -0.3 0.2 0.1
H -5.27931 -3.82896 3.14339 -0.2 0.3 -0.4
H -5.83107 -1.32239 3.46505 0.3 -0.1 -0.2
H -6.38566 -1.61547 5.01576 0.1 -0.4 0.3
H -2.97934 -2.09600 6.31827 0.0 -0.2 0.0
H -3.73736 -3.61156 5.78997 0.1 0.0 0.1
H -5.95678 -2.67251 6.86608 0.1 -0.3 -0.3
H -4.98774 -1.38449 7.49575 0.1 0.1 -0.2
H -4.62248 -3.03042 7.95003 0.0 0.0 -0.1
H -3.00685 -2.99975 3.55107 -0.4 -0.2 -0.2
H -3.72359 -1.56990 2.77990 -0.1 -0.1 0.0
H -1.24730 -1.54071 3.28286 -0.1 -0.1 -0.1
H -2.14836 -0.15985 3.83690 0.1 0.1 0.4
H -1.57271 -1.41534 4.98624 -0.2 0.0 0.1
C 7.90395 -1.87645 -2.45133 -0.3 0.0 0.2
C 7.09539 -0.66261 -1.95994 1.1 -0.5 0.3
N 5.66783 -0.92494 -1.96102 -0.7 0.5 -0.5
C 5.15962 -0.86302 -3.33021 0.2 0.2 -0.8
C 3.75151 -1.36953 -3.54812 -0.8 0.4 0.3
C 4.89945 0.01722 -1.12925 0.2 -0.1 1.3
C 5.35538 -0.02506 0.33862 0.2 0.2 -0.2
H 8.96332 -1.79418 -2.20896 0.0 0.3 0.0
H 7.82437 -2.07207 -3.51972 -0.1 0.0 0.0
H 7.53366 -2.73298 -1.88311 0.0 -0.2 -0.2
H 7.44885 -0.52756 -0.93726 -0.3 0.2 0.1
H 7.37434 0.25156 -2.49871 -0.2 0.1 -0.2
H 5.27351 0.15133 -3.75225 -0.2 0.2 0.3
H 5.78590 -1.45409 -4.00667 0.2 -0.1 0.4
H 3.36181 -0.98120 -4.49290 0.4 -0.6 -0.4
H 3.72536 -2.45551 -3.46700 -0.2 0.0 -0.3
H 2.97643 -0.97610 -2.88136 0.4 0.0 0.4
H 3.84608 -0.25532 -1.12649 0.0 -0.2 -0.3
H 4.95097 1.06382 -1.45046 0.1 0.0 -0.4
H 5.48735 -1.04541 0.69939 0.2 0.0 -0.1
H 4.63235 0.44736 1.00326 0.0 0.1 -0.2
H 6.29596 0.52041 0.42545 0.0 -0.1 0.3
C 7.02323 3.24296 -1.61625 0.1 0.7 -0.4
C 6.14243 4.37047 -1.06567 -0.2 -0.7 -0.7
N 4.75310 3.92885 -0.96969 -0.8 -0.4 0.6
C 4.10173 3.74073 -2.26811 -0.2 0.3 -0.1
C 2.71840 3.08460 -2.19683 1.1 -0.7 0.4
C 3.94932 4.79502 -0.09778 0.2 0.4 0.1
C 3.99414 6.30115 -0.45945 -0.3 -1.0 0.2
H 6.83056 2.32010 -1.07655 0.1 -0.1 0.0
H 8.07908 3.52092 -1.57941 0.0 -0.1 0.3
H 6.84388 3.10897 -2.68460 -0.2 -0.3 0.1
H 6.51932 4.63868 -0.08009 -0.2 0.2 0.1
H 6.19473 5.22622 -1.75365 0.3 0.2 0.2
H 3.95862 4.72336 -2.74658 0.2 -0.1 -0.3
H 4.73660 3.13750 -2.91547 0.1 0.1 0.1
H 2.79962 2.12211 -1.68541 0.0 0.2 0.3
H 2.05043 3.72701 -1.63462 -0.5 -0.2 -0.4
H 2.38661 2.77908 -3.18899 -0.3 0.7 -0.1
H 4.23654 4.63439 0.94590 0.4 0.2 -0.1
H 2.90151 4.50148 -0.07004 0.0 -0.3 -0.4
H 3.79434 6.42793 -1.52287 0.0 0.1 0.0
H 4.96400 6.72785 -0.21737 -0.1 0.3 0.1
H 3.17614 6.76391 0.09149 0.2 0.4 0.0
C 0.98110 0.44738 0.82884 0.3 0.0 -0.1
Cl 2.24738 1.69194 1.13976 -0.6 -0.6 0.3
Cl 1.20656 -1.04719 1.74464 0.2 0.4 0.3
Cl -0.60807 1.10474 1.19242 0.2 0.1 0.0
Cl 1.09164 0.00019 -0.86744 -0.2 0.1 -0.4
N -4.00003 2.67121 -0.98782 0.1 -0.3 0.0
C -4.14085 2.89029 -2.32535 -0.1 -0.3 -0.3
C -3.59167 1.82096 -2.99376 0.0 0.5 -0.3
C -3.05569 0.95486 -2.02475 0.1 -0.4 -0.3
C -3.34368 1.47224 -0.79408 -0.1 0.4 0.1
H -4.40264 3.27907 -0.27690 0.1 -0.1 0.2
H -4.63888 3.76444 -2.71029 0.0 0.0 0.1
H -3.54500 1.65489 -4.05860 0.0 0.2 0.0
H -2.48822 0.07568 -2.28899 -0.1 -0.2 0.4
H -3.11672 1.08313 0.18181 -0.1 0.1 0.1
N 1.18165 -0.87609 7.50047 -0.2 0.1 -0.7
C 1.11166 -0.17829 6.31753 0.3 -0.3 0.3
C 1.95362 -0.81488 5.43132 -0.7 0.9 -0.7
C 2.55139 -1.90263 6.07360 -0.6 -0.8 0.9
C 1.98900 -1.96011 7.33541 0.9 0.1 0.4
H 0.68964 -0.63441 8.33760 -0.1 0.0 0.1
H 0.48889 0.69687 6.24438 0.0 0.0 -0.2
H 2.00690 -0.57697 4.38074 0.3 0.2 0.1
H 3.23042 -2.63183 5.66698 0.0 0.0 -0.1
H 2.18562 -2.59689 8.18494 0.0 -0.1 -0.2
N 4.51703 -3.30726 -0.65886 -0.2 0.3 -0.2
C 3.80587 -3.24770 0.49932 0.2 0.2 0.3
C 3.61793 -4.51600 0.95327 -0.1 -0.9 -0.1
C 4.20784 -5.40723 -0.00094 -0.3 0.6 0.2
C 4.74592 -4.61201 -0.99035 0.2 -0.2 0.3
H 4.86154 -2.47576 -1.15027 0.2 -0.3 -0.1
H 3.52959 -2.31190 0.95218 0.0 0.1 -0.1
H 3.11626 -4.82347 1.85759 0.0 0.1 0.0
H 4.17113 -6.48034 0.07803 0.2 0.0 -0.2
H 5.34407 -4.86664 -1.84936 -0.1 0.0 -0.1

110
Properties=species:S:1:pos:R:3:forces:R:3 method="wB97M-V/def2-TZVPD" multiplicity=1 e_tot_ev=-142881.21517 homo_energy_ev=-7.6
C 8.71252 2.93728 2.01797 -0.2 -0.2 -0.7
C 7.44729 2.58402 1.19433 1.0 0.3 -0.2
C 7.19731 3.66464 0.11203 -0.2 -0.6 0.0
C 5.71549 3.89233 -0.24034 0.0 0.4 0.3
C 4.96268 4.76867 0.75644 0.4 -0.2 -0.2
C 5.61692 5.90790 1.20895 -0.1 0.6 0.4
C 5.05252 6.77944 2.14035 -0.1 -0.7 -0.3
C 3.79051 6.47391 2.61008 -0.2 0.4 0.4
C 3.11714 5.34606 2.16415 -0.7 -0.6 -0.2
C 3.66629 4.46532 1.22705 1.1 0.2 0.1
N 3.02310 3.28181 0.74149 -0.2 0.8 0.3
I 3.62483 1.53745 1.71850 -1.5 0.9 1.9
C 1.60408 3.35881 0.67632 -0.4 -0.7 -0.6
C 0.98877 2.60366 -0.32121 -0.3 -0.3 -0.5
C -0.38611 2.57348 -0.44347 -0.6 0.1 0.2
Br -1.18631 1.49725 -1.82597 0.4 0.1 0.2
C -1.23469 3.28783 0.41440 0.2 0.2 -0.3
C -2.73835 3.25085 0.32933 0.2 -0.6 0.3
C -0.60525 4.05150 1.39420 -0.3 -0.1 -0.2
C 0.77627 4.07725 1.52770 0.6 0.5 0.5
S 1.49581 5.03872 2.82834 0.1 -0.1 0.0
H 9.22342 2.02959 2.35170 -0.2 0.2 0.4
H 8.49786 3.61686 2.84484 0.1 -0.1 0.0
H 9.41727 3.42698 1.33336 0.0 0.0 0.2
H 7.71350 1.66382 0.66466 -0.5 -0.1 0.2
H 6.58397 2.41307 1.83912 0.0 0.0 -0.1
H 7.68702 3.32017 -0.80879 0.1 0.1 0.1
H 7.72787 4.56991 0.41493 -0.3 0.1 -0.2
H 5.22729 2.92322 -0.31240 0.0 0.1 -0.2
H 5.65784 4.39105 -1.21679 -0.1 -0.2 0.1
H 6.60726 6.17175 0.85449 -0.1 -0.3 -0.1
H 5.61922 7.63829 2.47901 -0.2 0.0 0.0
H 3.30001 7.09766 3.35377 0.1 0.0 -0.1
H 1.55054 2.00353 -1.03013 0.3 0.2 0.2
H -3.06800 2.54129 1.09317 -0.1 0.1 -0.1
H -3.20382 4.20468 0.58015 0.2 0.0 -0.2
H -3.09746 2.86191 -0.62201 0.1 0.4 0.0
H -1.24661 4.62262 2.05990 0.3 0.0 0.0
C 5.56383 -2.88277 -1.52246 0.0 0.0 0.0
C 5.58833 -1.84381 -2.63801 -0.1 -0.2 0.1
C 6.35817 -0.57474 -2.25374 -0.3 -0.1 0.0
C 5.74040 0.07282 -1.09135 0.2 0.0 -0.2
N 5.24729 0.58127 -0.18502 1.5 -1.0 -1.7
H 5.05200 -2.50523 -0.63558 0.0 0.0 0.0
H 5.03319 -3.77767 -1.84808 0.0 0.0 0.0
H 6.57580 -3.17535 -1.23558 0.0 0.0 0.0
H 4.56280 -1.58282 -2.90666 0.0 0.1 0.0
H 6.05046 -2.28083 -3.52486 0.0 0.1 0.0
H 6.36084 0.13224 -3.08421 0.0 0.1 0.1
H 7.39490 -0.81424 -2.01076 0.0 0.0 0.0
C -5.33444 5.80147 4.93253 0.0 0.0 0.0
C -5.94774 5.36508 3.60653 0.0 0.2 0.2
C -5.85443 3.85255 3.37461 0.1 0.2 -0.1
C -4.45259 3.41977 3.35083 -0.3 -0.2 0.1
N -3.35570 3.08406 3.33231 0.1 0.0 0.2
H -4.26659 5.58082 4.97158 0.0 -0.1 0.0
H -5.44926 6.87689 5.06901 0.0 0.0 0.0
H -5.81891 5.30021 5.77279 0.0 0.0 0.0
H -5.44858 5.89248 2.79091 0.0 -0.1 -0.1
H -6.99816 5.65988 3.58302 0.0 -0.1 -0.1
H -6.31664 3.58541 2.42322 0.0 -0.1 0.0
H -6.37472 3.31079 4.16574 0.0 0.0 0.0
C -4.22436 -2.79968 0.72852 0.0 0.2 -0.1
C -3.52295 -1.62302 0.06092 -0.2 -0.2 0.1
C -3.99189 -0.26910 0.60276 -0.1 -0.2 -0.2
C -5.42961 -0.07961 0.37090 0.3 0.2 0.2
N -6.55247 0.06860 0.18637 -0.1 0.0 0.0
H -5.29755 -2.78542 0.54245 0.0 0.1 0.1
H -3.83835 -3.73863 0.33856 0.1 0.0 0.1
H -4.06406 -2.79093 1.80953 0.0 0.0 0.0
H -3.69376 -1.66983 -1.01803 0.0 0.1 0.0
H -2.45314 -1.70804 0.21678 0.0 0.2 0.0
H -3.44844 0.53428 0.10756 0.0 0.1 0.0
H -3.79616 -0.20020 1.67504 0.0 0.0 0.0
C 0.27992 -1.13345 2.53775 0.0 0.0 0.0
C 0.69309 -2.56968 2.84774 -0.1 0.3 0.1
C 0.96225 -3.39660 1.58440 -0.2 0.1 0.2
C -0.24604 -3.47148 0.75571 0.3 -0.1 0.0
N -1.19797 -3.53021 0.11841 0.2 -0.3 -0.1
H -0.65685 -1.09865 1.97734 0.0 0.0 0.0
H 0.12713 -0.57350 3.46006 0.0 0.0 0.0
H 1.04683 -0.61881 1.95476 0.0 0.0 0.0
H -0.09005 -3.04855 3.43907 0.0 -0.1 0.0
H 1.59612 -2.55892 3.46097 0.0 -0.1 0.0
H 1.26707 -4.40960 1.84947 0.0 0.0 -0.1
H 1.76384 -2.94496 0.99718 0.0 0.0 0.0
C -7.15081 -5.81224 -3.36275 0.0 0.0 0.0
C -5.99674 -4.84095 -3.14452 -0.2 -0.1 -0.2
C -5.15930 -5.17719 -1.90642 -0.3 0.2 -0.1
C -5.97470 -5.12642 -0.68771 0.2 -0.2 -0.1
N -6.61465 -5.08620 0.26323 -0.1 -0.1 0.1
H -7.86192 -5.78507 -2.53486 0.0 0.0 0.0
H -7.69756 -5.55325 -4.26973 0.0 0.0 0.0
H -6.78667 -6.83706 -3.46808 0.0 0.0 0.0
H -6.39622 -3.82777 -3.05512 0.1 0.0 0.1
H -5.34301 -4.85370 -4.02033 -0.3 0.0 0.4
H -4.33911 -4.46429 -1.80160 0.0 0.0 0.1
H -4.72945 -6.17695 -1.99766 0.0 0.0 0.0
C -1.68022 -7.70735 -4.81883 0.0 0.0 0.0
C -0.95953 -6.52313 -5.45351 0.0 -0.3 0.0
C -1.49370 -5.17113 -4.96735 0.0 -0.2 -0.2
C -2.91511 -5.02756 -5.30304 0.2 0.2 0.1
N -4.02707 -4.91524 -5.56239 0.2 -0.1 -0.4
H -2.73961 -7.71733 -5.07984 0.0 0.0 0.0
H -1.25065 -8.64612 -5.16858 0.0 0.0 0.0
H -1.59511 -7.68110 -3.73041 0.0 0.0 0.0
H -1.05497 -6.58622 -6.53922 0.0 0.1 0.0
H 0.10523 -6.58489 -5.22136 0.0 0.1 0.0
H -0.94213 -4.35511 -5.43494 -0.1 0.1 0.0
H -1.37785 -5.08055 -3.88562 0.0 0.0 0.0